[1]
DFT (ωB97M-V/def2-TZVPD) results for a single C4H4FNO molecule at a distorted geometry.

Last column: natural (NBO) charge in e.
Positions of all 11 atoms, in Å:
C (-1.504, -0.021, 0.021)  -0.625
C (0.005, -0.003, 0.038)  -0.215
C (0.814, -1.065, 0.020)  0.148
O (2.114, -0.684, 0.009)  -0.268
N (2.196, 0.682, 0.021)  -0.159
C (0.926, 1.049, 0.007)  0.515
F (0.609, 2.336, 0.005)  -0.292
H (-1.963, 0.250, 0.971)  0.230
H (-1.872, 0.629, -0.774)  0.230
H (-1.890, -1.045, -0.254)  0.223
H (0.564, -2.128, -0.064)  0.213

The value obtained for the calculated total energy is -384.621687 Ha. Its HOMO energy is -10.169 eV. The value obtained for the energy relative to the best compared isomer or geometry (same formula, charge and spin) is 141.50 kJ/mol. The maximum force is 1.770 eV/A. The structure (SMILES) is Cc1conc1F.



[2]
DFT (ωB97M-V/def2-TZVPD) results for a single C4H8N2O molecule at a distorted geometry.

Last column: natural (NBO) charge in e.
Positions of all 15 atoms, in Å:
C (-2.307, 0.537, 0.670)  -0.403
N (-1.228, -0.430, 0.682)  -0.672
C (-0.513, -0.628, -0.458)  0.344
N (-0.488, -1.281, -1.519)  -0.285
C (0.667, -0.074, -0.997)  -0.186
C (2.037, -0.441, -0.450)  -0.093
O (2.727, 0.683, 0.082)  -0.706
H (-3.214, 0.005, 0.954)  0.199
H (-2.133, 1.378, 1.356)  0.193
H (-2.439, 0.953, -0.338)  0.208
H (-0.664, -0.517, 1.504)  0.387
H (0.618, 0.923, -1.447)  0.200
H (2.656, -0.806, -1.267)  0.190
H (1.949, -1.240, 0.304)  0.159
H (2.330, 0.938, 0.925)  0.463

The value obtained for the calculated total energy is -341.849618 Ha. Its HOMO energy is -8.878 eV. The value obtained for the energy relative to the best compared isomer or geometry (same formula, charge and spin) is 404.40 kJ/mol. The maximum force is 1.864 eV/A. The structure (SMILES) is CNC1=N[C@@H]1CO.



[3]
DFT (ωB97M-V/def2-TZVPD) results for a molecular structure, C37H31InN7O9PS3.

Last column: Löwdin charge in e.
Positions of all 89 atoms, in Å:
In (-1.124, 0.068, 0.507)  0.752
O (-0.599, -1.492, 2.237)  -0.325
S (-0.207, -0.497, 3.252)  0.494
O (-0.742, -0.693, 4.565)  -0.265
O (-0.462, 0.832, 2.644)  -0.449
C (1.568, -0.575, 3.345)  -0.242
C (2.153, -0.935, 4.551)  -0.042
C (3.535, -0.956, 4.658)  -0.060
C (4.320, -0.609, 3.567)  -0.062
C (3.728, -0.247, 2.367)  -0.083
C (2.343, -0.235, 2.231)  -0.296
P (1.615, 0.285, 0.622)  1.145
C (2.371, 1.934, 0.432)  -0.327
C (3.311, 2.266, -0.538)  -0.075
C (3.803, 3.564, -0.611)  -0.075
C (3.360, 4.532, 0.276)  -0.079
C (2.427, 4.202, 1.251)  -0.074
C (1.935, 2.910, 1.331)  -0.093
C (2.390, -0.779, -0.626)  -0.359
C (3.025, -1.976, -0.316)  -0.074
C (3.436, -2.829, -1.331)  -0.071
C (3.214, -2.493, -2.658)  -0.078
C (2.568, -1.304, -2.973)  -0.067
C (2.147, -0.458, -1.962)  -0.104
H (1.510, -1.182, 5.385)  0.114
H (3.999, -1.231, 5.596)  0.108
H (5.399, -0.614, 3.653)  0.108
H (4.347, 0.031, 1.521)  0.117
H (3.665, 1.519, -1.236)  0.098
H (4.538, 3.815, -1.366)  0.104
H (3.739, 5.545, 0.209)  0.103
H (2.079, 4.956, 1.946)  0.099
H (1.211, 2.647, 2.095)  0.082
H (3.178, -2.260, 0.717)  0.105
H (3.918, -3.765, -1.082)  0.104
H (3.525, -3.167, -3.446)  0.102
H (2.377, -1.045, -4.007)  0.106
H (1.597, 0.444, -2.211)  0.109
O (-0.996, 4.488, -3.183)  0.049
C (-0.952, 3.353, -3.925)  -0.254
C (-0.830, 3.441, -5.312)  -0.031
C (-0.779, 2.310, -6.105)  -0.088
C (-0.850, 1.055, -5.517)  -0.088
C (-0.980, 0.963, -4.143)  -0.022
C (-1.036, 2.090, -3.319)  -0.063
C (-1.189, 1.831, -1.855)  -0.439
O (-1.420, 0.599, -1.532)  -0.113
N (-1.062, 2.823, -1.024)  0.021
N (-1.188, 2.450, 0.319)  -0.120
C (-1.315, 3.496, 1.062)  -0.880
S (-1.528, 3.505, 2.792)  0.970
C (-1.334, 5.299, 2.970)  -0.513
C (-1.913, 5.965, 1.746)  -0.527
S (-1.336, 5.078, 0.272)  0.963
H (-0.941, 5.241, -3.779)  0.105
H (-0.774, 4.427, -5.765)  0.112
H (-0.686, 2.411, -7.179)  0.104
H (-0.811, 0.160, -6.124)  0.100
H (-1.040, -0.003, -3.661)  0.118
H (-0.272, 5.519, 3.082)  0.067
H (-1.858, 5.577, 3.884)  0.078
H (-1.585, 7.000, 1.653)  0.076
H (-3.002, 5.935, 1.766)  0.075
N (-6.213, -1.192, 1.637)  0.144
N (-5.203, -0.379, 1.170)  -0.271
N (-5.372, 0.420, 0.136)  0.152
C (-4.192, 1.020, 0.091)  -0.164
N (-3.386, 0.595, 1.073)  -0.014
N (-4.058, -0.317, 1.755)  0.120
H (-6.761, -1.486, 0.841)  0.100
H (-5.781, -1.975, 2.112)  0.106
H (-3.920, 1.760, -0.643)  0.123
O (-2.396, -1.819, 0.075)  -0.020
C (-1.356, -2.469, -0.233)  -0.604
O (-0.264, -1.888, -0.451)  -0.023
C (-1.378, -3.967, -0.285)  -0.124
C (-1.858, -4.638, -1.395)  -0.020
C (-1.848, -6.037, -1.452)  0.013
C (-1.351, -6.696, -0.360)  -0.219
O (-1.236, -8.049, -0.166)  0.026
C (-0.686, -8.218, 1.140)  -0.134
O (-0.427, -6.924, 1.681)  0.033
C (-0.870, -6.023, 0.748)  -0.201
C (-0.864, -4.657, 0.823)  0.087
H (-2.244, -4.070, -2.233)  0.120
H (-2.212, -6.576, -2.317)  0.118
H (0.248, -8.778, 1.075)  0.134
H (-1.403, -8.742, 1.774)  0.134
H (-0.490, -4.119, 1.685)  0.132

The value obtained for the calculated total energy is -4215.100851 Ha. Its HOMO energy is -7.812 eV. The value obtained for the energy relative to the best compared isomer or geometry (same formula, charge and spin) is 0.00 kJ/mol. The maximum force is 0.539 eV/A.



[4]
DFT (ωB97M-V/def2-TZVPD) results for a single C4H9NO molecule.

Last column: natural (NBO) charge in e.
Positions of all 15 atoms, in Å:
C (-0.870, -1.313, 0.651)  -0.598
C (-0.259, -0.214, -0.217)  -0.310
C (-1.103, 1.066, -0.164)  -0.597
C (1.156, 0.105, 0.257)  0.680
N (2.061, 0.361, -0.732)  -0.828
O (1.458, 0.148, 1.437)  -0.621
H (-1.089, -0.929, 1.651)  0.222
H (-0.184, -2.158, 0.765)  0.217
H (-1.802, -1.679, 0.207)  0.206
H (-0.216, -0.563, -1.258)  0.194
H (-0.716, 1.837, -0.839)  0.208
H (-2.141, 0.854, -0.444)  0.211
H (-1.101, 1.469, 0.854)  0.220
H (1.817, 0.371, -1.708)  0.393
H (2.989, 0.646, -0.461)  0.402

The value obtained for the calculated total energy is -287.831898 Ha. Its HOMO energy is -9.716 eV. The value obtained for the energy relative to the best compared isomer or geometry (same formula, charge and spin) is 1.45 kJ/mol. The maximum force is 0.397 eV/A. The structure (SMILES) is CC(C)C(N)=O.



[5]
DFT (ωB97M-V/def2-TZVPD) results for a molecular structure, C4H10GaO2 at a distorted geometry.

Last column: Löwdin spin population.
Positions of all 17 atoms, in Å:
H (-0.471, -2.191, -0.026)  0.000
C (-0.158, 1.157, -2.047)  0.009
O (0.471, 0.276, -1.125)  0.151
C (-0.216, -0.034, 0.076)  0.015
C (-1.067, -1.270, -0.042)  0.006
H (0.586, 1.408, -2.809)  0.003
H (-1.022, 0.653, -2.498)  0.001
H (-0.491, 2.070, -1.535)  0.000
H (-0.841, 0.835, 0.344)  0.001
H (-1.598, -1.287, -1.002)  0.000
H (-1.749, -1.318, 0.816)  0.001
H (-0.057, 0.733, 1.983)  0.001
C (0.942, 0.016, 2.198)  0.009
O (1.116, -0.393, 0.886)  0.162
Ga (2.268, -0.156, -0.622)  0.635
H (1.909, 0.251, 2.654)  0.002
H (0.379, -0.750, 2.749)  0.002

The value obtained for the calculated total energy is -2232.839815 Ha. Its HOMO energy (spin up / spin down) is -20.226 / -20.183 eV. The spin multiplicity is 2. The maximum force is 4.933 eV/A. Its net charge is +2.



[6]
DFT (ωB97M-V/def2-TZVPD) results for 2 unconnected molecules or ions with the total composition C3H8BrIOSi at a distorted geometry.

Last column: natural (NBO) charge in e.
Positions of all 15 atoms, in Å:
C (-2.608, 0.083, -0.183)  -0.616
C (2.656, 0.297, 1.288)  -1.180
C (-1.512, 0.803, -0.994)  -0.057
O (-0.675, 1.574, -0.296)  -0.612
Si (1.023, 0.874, 2.074)  1.171
Br (0.476, -0.612, 3.685)  -0.276
I (1.540, 3.021, 3.236)  -0.144
H (-3.257, -0.513, -0.982)  0.198
H (-2.217, -0.758, 0.478)  0.196
H (-3.209, 0.746, 0.344)  0.209
H (2.379, 0.343, 0.168)  0.272
H (3.457, 0.972, 1.474)  0.261
H (3.144, -0.635, 1.609)  0.269
H (-2.279, 1.536, -1.605)  0.168
H (-1.050, 0.243, -1.780)  0.141

The value obtained for the calculated total energy is -3355.464422 Ha. Its HOMO energy (spin up / spin down) is -8.330 / -8.332 eV. The value obtained for the energy relative to the best compared isomer or geometry (same formula, charge and spin) is 508.30 kJ/mol. The maximum force is 4.812 eV/A.